Record 1
Here is the ion C3H8N3 with charge +1 at a distorted geometry from the OMol25 dataset. Energies are from wB97M-V/def2-TZVPD.

Summary:
LUMO energy = -5.041 eV
Structure (SMILES) = [H]/N=C(/C=[NH2+])NC
HOMO level = -14.5 eV
Charge = +1
Orbital gap = 0.349 Eh

Positions of all 14 atoms, in Å:
H -1.248 1.404 -0.208
N -0.240 1.480 -0.400
C 0.323 0.338 -0.248
C 1.680 0.794 -0.168
N 2.360 1.535 -0.994
N -0.161 -0.802 0.279
C -1.574 -0.494 0.899
H 2.055 0.580 0.861
H 3.095 2.200 -0.512
H 2.001 1.778 -1.943
H -0.138 -1.676 -0.293
H -1.989 -1.573 0.876
H -1.583 -0.176 1.920
H -2.175 0.237 0.210

Record 2
Here is a structure of composition CH4N2OS at a distorted geometry from the OMol25 dataset. Energies are from wB97M-V/def2-TZVPD.

Summary:
LUMO energy (alpha / beta) = -0.668 / -0.667 eV
HOMO level (alpha / beta) = -8.3 / -8.3 eV
Orbital gap (alpha / beta) = 0.282 / 0.282 Eh

Positions of all 9 atoms, in Å:
C -1.711 -0.425 -0.731
N 0.640 1.037 0.181
N 0.566 -0.090 -0.501
O 0.847 -1.325 0.316
S -2.408 0.630 0.121
H 1.546 -1.895 -0.019
H -0.259 1.292 0.662
H 1.363 1.051 0.874
H -0.583 -0.276 -0.904

Record 3
Here is the molecule C10H17PS at a distorted geometry from the OMol25 dataset. Energies are from wB97M-V/def2-TZVPD.

Summary:
LUMO energy = 0.446 eV
Structure (SMILES) = C=C1C[P@](=S)(C(C)(C)C)C=C1C
HOMO level = -8.1 eV
Orbital gap = 0.315 Eh

Positions of all 29 atoms, in Å:
C 2.869 1.338 1.582
C 1.838 0.933 0.848
C 0.596 0.353 1.405
P -0.649 0.691 0.102
S -1.573 2.484 0.123
C -1.738 -0.825 -0.073
C -1.052 -2.114 0.212
C -2.667 -0.502 1.068
C -2.361 -0.808 -1.405
C 0.682 0.610 -1.110
C 1.880 0.977 -0.616
C 3.079 0.973 -1.577
H 2.844 1.150 2.561
H 3.727 1.652 1.038
H 0.644 -0.700 1.519
H 0.407 0.880 2.310
H -0.143 -2.250 -0.457
H -0.650 -2.048 1.232
H -1.815 -2.946 0.128
H -3.297 -1.278 1.300
H -3.242 0.424 0.786
H -2.105 -0.168 1.984
H -3.117 -0.050 -1.520
H -1.693 -0.615 -2.189
H -2.912 -1.714 -1.781
H 0.495 0.659 -2.123
H 3.750 1.786 -1.333
H 2.645 1.107 -2.558
H 3.559 -0.001 -1.453